Entry 1:
{"formula": "C4H3O2", "method": "the ωB97M-V functional and the def2-TZVPD basis", "species": ["C", "C", "C", "C", "O", "O", "H", "H", "H"], "coordinates": [[-0.62, 0.56, -0.10], [1.61, -0.37, 0.33], [0.49, -0.55, -0.62], [0.26, -0.17, 0.86], [-1.89, 0.34, -0.31], [0.24, -1.48, 0.37], [-0.20, 1.64, -0.21], [2.45, -0.85, 0.60], [-2.34, 0.88, -0.92]], "energy_ha": -303.99165, "multiplicity": 3, "charge": 1}


Entry 2:
{"formula": "C4H3O3S", "method": "the ωB97M-V functional and the def2-TZVPD basis", "species": ["O", "C", "C", "S", "C", "O", "C", "O", "H", "H", "H"], "coordinates": [[-0.57, -2.26, 0.15], [-0.36, -1.05, 0.17], [-1.14, 0.02, -0.08], [-2.86, 0.11, -0.42], [0.20, 1.02, -0.06], [0.28, 2.22, -0.06], [1.01, -0.27, 0.13], [1.87, -0.73, -0.86], [-3.14, 1.34, 0.19], [1.63, -0.30, 1.09], [1.16, -1.33, -1.36]], "energy_ha": -778.11862, "smiles": "O=C1C(S)=C([O-])[C@@H]1O", "multiplicity": 1, "charge": -1}


Entry 3:
{"formula": "C4H3OZn", "method": "the ωB97M-V functional and the def2-TZVPD basis", "species": ["C", "C", "C", "C", "H", "H", "H", "O", "Zn"], "coordinates": [[1.01, 0.18, -1.93], [0.48, 0.30, -0.73], [0.06, 0.60, 0.47], [-0.40, 0.75, 1.70], [1.60, 1.00, -2.35], [0.90, -0.73, -2.52], [-1.67, -0.25, 2.86], [-1.14, -0.41, 2.07], [-0.83, -1.44, 0.43]], "energy_ha": -2008.28649, "multiplicity": 1, "charge": 1}


Entry 4:
{"formula": "C4H3PS2", "method": "the ωB97M-V functional and the def2-TZVPD basis", "species": ["C", "C", "C", "C", "P", "S", "S", "H", "H", "H"], "coordinates": [[-0.44, 0.02, -0.09], [0.93, 0.43, 0.07], [-0.92, -1.29, -0.06], [2.04, -0.26, 0.02], [2.70, -1.90, -0.02], [-2.48, -1.84, 0.02], [3.76, 0.04, 0.00], [-1.11, 0.83, -0.01], [0.99, 1.59, 0.08], [0.00, -1.90, 0.10]], "energy_ha": -1291.84893, "multiplicity": 1, "charge": -2}


Entry 5:
{"formula": "C4H3S2", "method": "the ωB97M-V functional and the def2-TZVPD basis", "species": ["C", "C", "C", "C", "S", "S", "H", "H", "H"], "coordinates": [[-0.04, 0.27, -0.04], [2.19, -0.71, -0.25], [0.92, -0.61, -0.23], [-1.48, -0.08, 0.03], [3.73, -1.13, -0.17], [0.23, 2.85, 0.48], [-1.60, -1.15, -0.24], [-2.10, 0.52, -0.64], [-1.85, 0.04, 1.05]], "energy_ha": -950.46938, "multiplicity": 1, "charge": -1}


Entry 6:
{"formula": "C4H3S2", "method": "the ωB97M-V functional and the def2-TZVPD basis", "species": ["C", "C", "C", "C", "S", "S", "H", "H", "H"], "coordinates": [[1.82, 0.19, -0.01], [0.45, -0.28, -0.08], [-0.72, -0.49, -0.06], [-2.10, -0.29, 0.02], [-3.06, -1.72, 0.06], [-2.56, 1.32, 0.01], [1.77, 0.61, 1.02], [1.75, 1.08, -0.68], [2.65, -0.42, -0.28]], "energy_ha": -950.56854, "smiles": "CC#CC(=S)[S-]", "multiplicity": 1, "charge": -1}